25
Properties=species:S:1:pos:R:3 method="wB97M-V/def2-TZVPD" e_tot_ev=-9465.0290 total_charge=+1 molar_mass_g_mol=117.216 e_above_lowest_kj_mol=675.9 orbital_gap_ev=5.2 max_force_ha_per_bohr=0.084
N 1.712 -0.365 -0.772
C 1.761 -1.790 -0.173
C 1.695 -1.643 1.424
C 0.713 -2.801 -0.717
N -0.618 0.392 0.380
C -0.583 2.951 -0.170
C -1.236 1.571 -0.256
C -2.718 1.690 0.127
H 1.842 -0.357 -1.791
H 0.617 -3.730 -0.146
H 0.735 -0.027 -0.426
H 2.776 -2.241 -0.464
H 1.529 -2.688 1.863
H 1.009 -1.006 1.849
H 2.647 -1.218 1.639
H 1.085 -3.220 -1.693
H -0.308 -2.444 -0.932
H -0.476 0.543 1.384
H 0.383 3.059 -0.573
H -1.172 3.674 -0.756
H -0.522 3.342 0.816
H -1.353 1.355 -1.328
H -3.341 2.265 -0.446
H -2.892 1.928 1.106
H -3.285 0.758 0.054

***

45
Properties=species:S:1:pos:R:3 method="wB97M-V/def2-TZVPD" e_tot_ev=-143206.3703 molar_mass_g_mol=896.429 e_above_lowest_kj_mol=69.5 orbital_gap_ev="4.5 / 3.8" max_force_ha_per_bohr=0.011
Pt 1.944 -0.203 0.698
S 1.438 -0.009 2.922
S 2.874 -0.875 3.991
S 4.420 -1.420 2.828
S 3.964 -1.081 0.908
Cl 2.851 2.824 -1.831
C 3.002 3.940 -0.467
Cl 3.054 3.106 1.091
H 2.138 4.594 -0.471
H 3.924 4.495 -0.588
O 0.379 0.835 -0.020
C -0.969 0.646 0.335
C -1.414 -0.740 -0.112
C -1.914 -1.068 -1.338
C -1.969 -2.468 -1.570
C -1.488 -3.187 -0.522
S -0.974 -2.171 0.751
C -1.199 0.944 1.811
C -0.855 2.127 2.400
C -1.244 2.210 3.760
C -1.898 1.089 4.176
S -2.044 -0.060 2.923
C -1.729 1.709 -0.451
C -1.190 2.657 -1.263
C -2.172 3.533 -1.810
C -3.430 3.227 -1.397
S -3.437 1.874 -0.345
H -2.219 -0.323 -2.059
H -2.347 -2.916 -2.478
H -1.416 -4.258 -0.422
H -0.349 2.911 1.852
H -1.042 3.057 4.399
H -2.296 0.875 5.155
H -0.130 2.705 -1.462
H -1.949 4.346 -2.486
H -4.355 3.714 -1.660
Te 2.138 -0.796 -1.816
C 1.873 -2.875 -1.692
C 1.322 -3.629 -2.689
C 1.225 -5.009 -2.358
C 1.695 -5.277 -1.110
S 2.266 -3.855 -0.339
H 0.974 -3.208 -3.622
H 0.815 -5.761 -3.016
H 1.735 -6.228 -0.604

***

20
Properties=species:S:1:pos:R:3 method="wB97M-V/def2-TZVPD" e_tot_ev=-11501.9565 molar_mass_g_mol=106.118 smiles=C.O.O.O.O.O e_above_lowest_kj_mol=42.6 orbital_gap_ev=11.1 max_force_ha_per_bohr=0.019
C -0.911 -2.322 1.237
H -1.107 -1.274 1.492
H 0.167 -2.461 1.138
H -1.371 -2.454 0.270
H -1.346 -3.033 1.934
O 0.052 2.386 -0.350
H 0.644 1.940 0.273
H 0.492 3.190 -0.632
O 2.485 -1.083 -1.234
H 2.790 -1.984 -1.345
H 1.669 -1.047 -0.730
O -2.814 2.263 0.222
H -1.924 2.537 -0.043
H -2.683 1.309 0.270
O -0.808 -0.130 -1.640
H -1.018 -0.253 -2.567
H -0.765 0.826 -1.499
O 1.853 0.762 1.041
H 2.239 0.229 0.330
H 2.358 0.598 1.833

***

48
Properties=species:S:1:pos:R:3 method="wB97M-V/def2-TZVPD" e_tot_ev=-137864.3618 total_charge=+2 molar_mass_g_mol=710.303 e_above_lowest_kj_mol=128.6 orbital_gap_ev=8.2 max_force_ha_per_bohr=0.002
Pt -0.375 -0.033 -0.292
C -2.725 -0.686 2.126
P -2.520 -0.508 0.357
C -3.025 -2.045 -0.423
C -3.520 0.873 -0.273
C -3.057 1.253 -1.682
P -1.255 1.535 -1.731
C -0.913 3.229 -1.254
C -0.714 1.356 -3.437
H -3.724 -1.084 2.317
H -2.629 0.275 2.629
H -1.982 -1.383 2.518
H -4.046 -2.287 -0.117
H -2.361 -2.842 -0.084
H -2.991 -1.972 -1.510
H -3.385 1.702 0.426
H -4.577 0.601 -0.261
H -3.564 2.155 -2.033
H -3.285 0.460 -2.400
H -1.310 3.886 -2.030
H 0.163 3.380 -1.170
H -1.370 3.458 -0.295
H -1.187 2.139 -4.033
H -0.990 0.385 -3.842
H 0.368 1.482 -3.496
O 5.405 -0.729 -2.310
C 4.222 -0.398 -1.831
C 4.003 0.638 -0.914
C 2.727 0.891 -0.472
N 1.680 0.176 -0.914
C 1.927 -0.814 -1.766
Br 0.282 -1.759 -2.098
C 3.131 -1.168 -2.280
H 6.124 -0.188 -1.952
H 4.826 1.229 -0.536
H 2.512 1.660 0.257
H 3.274 -1.994 -2.962
F 1.449 -4.092 1.634
C 2.182 -2.993 1.680
F 2.688 -2.762 0.453
F 3.170 -3.133 2.535
S 1.142 -1.548 2.149
O 0.503 -1.848 3.381
O 1.981 -0.393 2.009
O 0.124 -1.595 1.001
O -0.121 1.418 3.373
C -0.265 1.356 2.231
N -0.478 1.450 1.025